The following is a DFT calculation (ωB97M-V/def2-TZVPD) of 2 unconnected molecules or ions with the total composition C15H15N5O4.

Structure (XYZ):
```
39
Properties=species:S:1:pos:R:3:forces:R:3:lowdin_charge:R:1
C 2.590959 0.777317 2.892689 -0.1 -0.1 -0.3 -0.09
C 3.136677 1.349791 1.731612 0.1 -0.2 0.1 -0.09
C 3.329056 0.574622 0.579139 -0.3 -0.2 0.3 -0.04
C 2.931406 -0.771445 0.597687 0.3 0.0 0.2 -0.19
C 3.136977 -1.718885 -0.557994 0.1 0.1 -0.6 -0.32
C 4.475622 -2.519507 -0.537158 -0.4 0.0 0.2 -0.11
C 4.110945 -3.914155 -1.098745 0.0 0.1 -0.3 -0.15
C 2.569574 -3.971970 -1.138894 -0.2 -0.2 -0.6 -0.22
N 2.135167 -2.751143 -0.519041 -0.2 -0.6 0.6 -0.07
C 2.359655 -1.331348 1.740456 -0.1 0.4 0.4 -0.06
C 2.163726 -0.556224 2.882063 0.3 0.2 -0.2 -0.09
H 2.490568 1.368431 3.804139 0.0 -0.1 -0.3 0.10
H 3.422940 2.404931 1.733389 0.0 -0.4 0.0 0.10
H 3.785994 0.998947 -0.326519 -0.3 -0.1 0.4 0.11
H 3.112148 -1.158521 -1.513030 0.0 0.1 0.2 0.14
H 5.216993 -1.984182 -1.138833 0.0 -0.2 0.2 0.11
H 4.860145 -2.628357 0.486790 -0.2 0.2 -0.2 0.12
H 4.470705 -4.025099 -2.124269 0.2 -0.1 0.2 0.10
H 4.535401 -4.716218 -0.485617 -0.1 0.2 -0.2 0.10
H 2.210215 -4.005825 -2.179819 0.2 -0.2 0.0 0.10
H 2.157642 -4.863278 -0.646989 0.1 0.2 0.1 0.11
H 1.160956 -2.512305 -0.645621 0.3 0.2 -0.1 0.12
H 2.051684 -2.381783 1.716228 0.2 0.6 0.1 0.11
H 1.679725 -1.018508 3.742143 0.2 0.3 -0.1 0.10
O -0.407348 -2.171618 2.348205 -2.3 -0.4 -1.3 0.07
N -1.446748 -2.628774 1.824003 2.1 -2.0 1.6 -0.30
C -2.234884 -1.785973 0.957593 -0.4 2.0 -1.0 -0.10
C -1.804859 -0.522647 0.508575 -0.1 -1.2 1.2 0.14
C -2.818291 0.289508 -0.009565 -1.8 1.4 -0.4 -0.09
N -2.890164 1.663563 -0.167596 0.0 -0.6 -0.1 -0.15
O -2.080466 2.555718 -0.018571 -0.8 -0.7 -0.3 0.10
O -4.258140 1.981080 -0.513376 1.5 -1.4 0.2 0.04
N -5.021288 0.824575 -0.547778 1.7 -1.3 0.9 0.14
C -4.172143 -0.184446 -0.186276 0.0 3.0 0.0 -0.29
N -4.537736 -1.412026 0.179774 0.7 -2.1 0.2 0.15
C -3.593039 -2.186872 0.706077 -1.2 0.6 -0.4 -0.02
O -1.836787 -3.801989 2.041024 0.3 2.4 -0.7 0.06
H -0.806702 -0.129999 0.653723 0.1 -0.2 0.2 0.14
H -3.904389 -3.195756 0.987910 0.2 0.4 0.0 0.13
```
Positions in Å, forces in eV/Å.

Summary:
energy relative to the best compared isomer or geometry (same formula, charge and spin): 191.0 kcal/mol
charge: 0
E_tot: -31430.1949 eV
structure (SMILES): O=[N+]([O-])c1cnc2no[n+]([O-])c2c1.c1ccc([C@H]2CCCN2)cc1

=====

The following is a DFT calculation (ωB97M-V/def2-TZVPD) of a single C15H15N5O5 molecule.

Structure (XYZ):
```
40
Properties=species:S:1:pos:R:3:forces:R:3:lowdin_charge:R:1
O -1.882158 3.357335 -1.158132 2.2 -3.3 0.7 -0.01
O -2.184010 -2.369442 -3.133259 0.7 -1.3 -2.9 0.20
O -3.108383 -0.091276 0.571249 0.0 0.6 0.4 0.18
N -1.925115 -2.808738 -0.928313 -0.3 0.2 6.1 0.21
N -2.266963 -2.133899 0.153390 3.4 -5.5 -1.9 0.20
N -0.306122 0.174899 -1.664108 -1.8 0.8 -0.9 0.19
O 3.083257 -2.014510 0.905573 -0.3 0.5 0.8 -0.15
O 2.799364 0.073164 2.987319 -0.5 -0.9 -0.4 -0.08
C -1.154875 2.319685 -0.929500 -2.8 2.9 -1.6 -0.31
C -2.414506 -2.148040 -2.014619 -2.0 3.9 -0.4 -0.54
C -2.865371 -0.973457 -0.186298 -2.5 2.6 -3.1 -0.51
C -1.188892 1.130661 -1.851059 1.6 -1.0 0.6 -0.13
C 1.412640 -0.837972 -0.388769 1.9 -1.2 0.8 0.06
C 1.282722 1.162179 1.626670 -2.5 -0.7 -2.9 0.08
C 0.512515 0.191415 -0.579488 0.3 0.5 1.3 -0.24
C 2.207053 -0.915577 0.762825 -0.5 -1.1 -0.5 -0.16
C 2.076513 0.099768 1.788430 2.7 -1.9 0.5 -0.19
C 0.436527 1.157601 0.434700 1.5 0.5 1.0 -0.12
N -0.330342 2.244732 0.168332 -2.5 2.1 1.5 0.02
N -3.186779 -1.040721 -1.584591 2.3 -1.9 3.2 0.04
C 2.530823 -3.369258 0.853981 -0.2 0.7 -1.0 -0.05
C 4.213789 0.068748 2.907942 0.8 -2.1 -2.6 -0.08
C -0.728508 3.197104 1.323736 0.4 0.8 -0.1 0.02
C -2.264172 0.907890 -2.912157 0.7 1.6 0.7 -0.09
C -3.401813 0.078071 -2.392056 -3.0 0.5 -0.8 -0.17
H 1.563036 -1.593427 -1.179631 -0.3 0.4 0.5 0.14
H 1.155506 1.837539 2.423467 0.0 0.8 0.5 0.10
H 3.222555 -4.118330 1.317252 -0.1 1.0 -0.8 0.10
H 2.313685 -3.559790 -0.247716 0.2 -0.4 1.6 0.10
H 1.628649 -3.422462 1.466048 -0.2 0.1 -0.3 0.09
H 4.671111 -0.605285 2.055969 -1.2 1.2 1.6 0.13
H 4.736926 -0.159423 3.801350 -0.4 -1.0 1.3 0.07
H 4.549853 1.034322 2.762827 0.5 2.4 -0.9 0.05
H -1.474898 2.749333 2.018460 0.8 -0.3 -0.5 0.11
H 0.180576 3.564474 1.876905 -0.9 -0.7 -0.6 0.09
H -1.244234 4.128976 0.986835 0.6 -1.1 -0.5 0.09
H -1.916619 0.492721 -3.836685 0.9 -0.4 -0.2 0.11
H -2.677028 1.887486 -3.179269 0.0 -0.1 0.1 0.12
H -3.956794 -0.402407 -3.231295 0.1 1.1 0.1 0.15
H -4.099520 0.705912 -1.796318 0.3 -0.2 -0.6 0.15
```
Positions in Å, forces in eV/Å.

Summary:
energy relative to the best compared isomer or geometry (same formula, charge and spin): 34.7 kcal/mol
charge: 0
E_tot: -33482.6349 eV
structure (SMILES): COc1cc2nc(CCN3C(=O)N=NC3=O)c(=O)n(C)c2cc1OC

=====

The following is a DFT calculation (ωB97M-V/def2-TZVPD) of a single C15H15NO2 molecule.

Structure (XYZ):
```
33
Properties=species:S:1:pos:R:3:forces:R:3:lowdin_charge:R:1
O 2.489947 1.486937 1.596760 0.1 -0.2 0.1 0.06
C 2.069988 0.932924 0.590407 -0.1 0.3 -0.1 -0.41
N 1.069865 1.462520 -0.146337 -0.1 0.1 0.1 -0.04
C 0.434290 2.700919 0.251990 0.1 0.4 0.3 -0.12
C -1.065851 2.449083 0.070154 0.1 0.1 0.0 -0.10
H -1.531022 2.201088 1.023899 0.0 0.0 0.0 0.11
H -1.567319 3.327518 -0.331347 0.0 0.0 0.0 0.11
C -1.168213 1.245541 -0.894837 0.0 -0.1 0.0 -0.23
C -1.898869 0.086595 -0.268414 -0.1 0.1 -0.2 -0.21
C -3.077807 -0.392590 -0.822293 0.1 0.0 0.0 -0.04
C -3.746558 -1.459331 -0.246604 -0.1 -0.1 0.0 -0.09
C -3.240011 -2.063396 0.890351 -0.1 -0.1 0.0 -0.10
C -2.063219 -1.593504 1.449772 0.1 0.0 0.1 -0.08
C -1.398687 -0.525238 0.876610 0.0 0.0 0.0 -0.03
H -0.483447 -0.165356 1.323978 0.1 0.1 0.1 0.12
H -1.661786 -2.060180 2.337365 0.0 0.0 0.1 0.10
H -3.759556 -2.896595 1.339887 0.0 -0.1 0.0 0.10
H -4.664357 -1.819132 -0.688271 -0.1 0.0 0.0 0.10
H -3.477872 0.073566 -1.711867 0.0 0.1 -0.1 0.11
C 0.298084 0.873936 -1.211033 -0.2 -0.3 -0.5 -0.10
H 0.432530 -0.204583 -1.259701 0.0 0.2 0.0 0.12
H 0.604797 1.308486 -2.170269 0.0 -0.1 0.0 0.13
H -1.684079 1.530213 -1.814278 0.0 0.0 0.0 0.14
H 0.778887 3.509594 -0.402867 0.0 0.0 0.1 0.13
H 0.718736 2.934672 1.278103 0.0 0.0 -0.2 0.12
C 2.682070 -0.333602 0.149066 0.7 -0.5 0.9 -0.18
C 3.526835 -1.127301 0.883840 -0.6 0.6 -0.3 0.01
C 3.906673 -2.192174 0.040823 -0.2 0.0 -0.5 -0.05
C 3.278307 -1.968307 -1.146730 0.5 -0.5 0.3 -0.10
O 2.536992 -0.853306 -1.094142 -0.2 0.3 -0.2 0.03
H 3.279184 -2.509876 -2.072448 -0.1 0.0 -0.2 0.12
H 4.558280 -3.006632 0.281444 0.1 -0.2 0.0 0.10
H 3.823190 -0.952492 1.897001 0.0 0.1 0.2 0.12
```
Positions in Å, forces in eV/Å.

Summary:
energy relative to the best compared isomer or geometry (same formula, charge and spin): 5.5 kcal/mol
charge: 0
E_tot: -21383.2855 eV
structure (SMILES): O=C(c1ccco1)N1CC[C@H](c2ccccc2)C1

=====

What is the formula in the third record? C15H15NO2

=====

Look up the charge of the second one. 0

=====

Among the records above, which one has the lowest energy relative to the best compared isomer or geometry (same formula, charge and spin)? C15H15NO2